The following is a DFT calculation (ωB97M-V/def2-TZVPD) of 10 unconnected molecules or ions with the total composition C26H76N8O14.

```
! RIJCOSX wB97M-V def2-TZVPD def2/J DEFGRID3
* xyz 0 1
C 4.06 9.38 18.25
O 2.65 9.32 18.23
C 2.08 10.05 19.31
C 0.56 10.10 19.11
N -0.06 8.78 18.89
C -0.14 8.04 20.13
C -1.07 6.87 20.07
O -2.37 7.35 19.70
C -3.33 6.33 19.58
H 4.44 8.67 17.52
H 4.48 9.16 19.24
H 4.37 10.40 18.01
H 2.46 11.08 19.29
H 2.21 9.43 20.21
H 0.34 10.85 18.34
H 0.18 10.63 19.99
H 0.66 8.41 18.27
H -0.57 8.68 20.91
H 0.83 7.67 20.50
H -1.15 6.31 21.01
H -0.84 6.16 19.26
H -3.49 5.80 20.53
H -3.22 5.70 18.70
H -4.31 6.80 19.41
C -6.53 5.62 24.24
O -7.03 4.66 25.15
C -7.48 3.50 24.49
C -6.37 2.62 23.96
N -6.88 1.30 23.67
C -6.13 0.50 22.70
C -4.72 0.21 23.15
O -3.88 1.34 22.99
C -2.53 0.99 22.97
H -5.56 5.29 23.86
H -6.37 6.52 24.84
H -7.22 5.84 23.42
H -8.24 3.72 23.73
H -8.03 2.93 25.25
H -5.56 2.60 24.69
H -5.92 3.07 23.06
H -7.85 1.28 23.37
H -6.19 0.96 21.71
H -6.57 -0.50 22.62
H -4.33 -0.60 22.52
H -4.68 -0.27 24.13
H -1.98 1.92 22.80
H -2.22 0.29 22.18
H -2.17 0.57 23.91
C -4.91 3.25 14.41
O -4.10 3.87 15.38
C -2.71 3.64 15.19
C -2.07 3.96 16.51
N -2.43 3.02 17.56
C -1.81 3.33 18.83
C -2.81 3.18 19.96
O -3.89 4.05 19.75
C -4.87 3.96 20.76
H -5.13 2.19 14.60
H -4.45 3.28 13.41
H -5.83 3.83 14.33
H -2.31 4.31 14.41
H -2.53 2.63 14.81
H -2.46 4.96 16.78
H -0.99 4.16 16.44
H -3.43 3.11 17.65
H -1.38 4.34 18.92
H -0.98 2.65 19.00
H -2.30 3.36 20.91
H -3.15 2.14 19.90
H -5.60 4.76 20.63
H -4.40 4.08 21.74
H -5.43 3.02 20.72
C -1.87 8.95 9.01
O -0.94 7.98 9.44
C -0.72 7.95 10.84
C 0.24 6.78 11.03
N 0.39 6.47 12.45
C 1.04 5.21 12.78
C 0.70 4.04 11.87
O 1.50 4.07 10.72
C 1.02 3.17 9.75
H -1.88 8.84 7.92
H -1.51 9.95 9.25
H -2.89 8.72 9.33
H -1.63 7.75 11.41
H -0.33 8.93 11.14
H 1.17 6.84 10.45
H -0.30 5.95 10.57
H 0.77 7.23 12.99
H 0.89 4.93 13.82
H 2.12 5.34 12.60
H -0.37 4.15 11.61
H 0.83 3.07 12.37
H 1.53 3.34 8.80
H -0.05 3.32 9.52
H 1.19 2.14 10.05
N 2.01 6.06 17.40
C 2.78 4.98 17.11
N 2.04 4.02 16.42
O 3.95 4.84 17.46
H 1.10 6.18 16.97
H 2.43 6.84 17.88
H 2.50 3.18 16.13
H 1.29 4.44 15.90
N -1.84 7.39 14.46
C -1.28 7.38 15.72
N -2.09 7.78 16.75
O -0.10 7.02 15.90
H -2.71 7.87 14.34
H -1.27 7.02 13.70
H -3.00 8.16 16.57
H -1.85 7.61 17.72
O -0.49 0.98 16.91
H 0.39 1.40 16.92
H -1.14 1.73 16.98
O 0.51 3.23 20.88
H 0.39 2.32 21.16
H 1.09 3.18 20.11
O -0.12 5.06 22.93
H 0.08 4.54 22.13
H -0.76 4.54 23.42
O 1.76 1.70 18.28
H 2.67 2.04 18.23
H 1.80 1.00 18.93
*
```

The SMILES is COCCNCCOC.COCCNCCOC.COCCNCCOC.COCCNCCOC.NC(N)=O.NC(N)=O.O.O.O.O. For the total energy, the calculation gives -68776.5863 eV. As for the HOMO-LUMO gap: 8.91 eV. The value obtained for the HOMO energy is -8.7827 eV.